# 1
This record from OMol25 describes an isolated molecule of C6H10O. The level of theory is ωB97M-V/def2-TZVPD.

For the largest force on an atom, the calculation gives 0.44 eV Å⁻¹. The value obtained for the total energy is -8427.3306 eV. The highest occupied orbital energy comes out at -7.80 eV. Its LUMO energy is -0.28 eV. The calculation puts the frontier orbital gap at 7.52 eV.

The geometry in XYZ format:
```
17
Properties=species:S:1:pos:R:3:forces:R:3:nbo_charge:R:1
H 2.984416 0.759324 0.489853 -0.1209 0.0373 -0.0133 0.19
C 1.616013 -0.717219 0.088459 -0.0718 -0.1531 0.0040 0.38
C -1.623732 -0.458288 -0.394138 -0.0426 -0.0365 -0.0319 -0.42
H -2.532947 -0.103445 0.107108 0.0984 -0.0816 -0.0815 0.22
C -1.017260 0.663604 -1.241183 0.0108 0.0521 -0.0574 -0.61
H -1.923234 -1.291295 -1.040817 0.0453 0.0857 0.0578 0.20
C -0.709943 -1.000876 0.696850 -0.1657 0.0747 0.1001 -0.10
O 0.538591 -1.445072 0.095638 0.2707 0.1534 -0.0234 -0.44
C 0.984568 1.371955 1.241378 0.4351 -0.0229 0.0056 -0.26
H 2.398205 -1.251031 -0.456062 -0.0395 0.0387 0.1458 0.18
H -1.125059 -1.914511 1.132583 0.0482 0.1621 -0.0634 0.19
C 1.923231 0.525033 0.631052 -0.1445 0.0739 0.0785 -0.54
H -1.022952 1.618761 -0.710846 -0.0121 -0.1643 -0.0721 0.23
H -1.559879 0.768052 -2.186336 -0.0066 0.0228 0.1799 0.21
H 1.529258 2.271368 1.589471 -0.0615 -0.1470 -0.0468 0.12
H 0.025052 0.449964 -1.494630 -0.1840 0.0212 -0.0560 0.20
H -0.484322 -0.246317 1.451618 -0.0593 -0.1165 -0.1259 0.25
```
Positions in Å, forces in eV/Å.

---

# 2
This record from OMol25 describes a structure of composition C38H27BrN6O3SV in a non-equilibrium geometry. The level of theory is ωB97M-V/def2-TZVPD.

For the largest force on an atom, the calculation gives 1.08 eV Å⁻¹. The value obtained for the total energy is -161491.3900 eV. As for the multiplicity: 4. The highest occupied orbital energy (spin up / spin down) comes out at -7.51 / -7.82 eV. Its LUMO energy (spin up / spin down) is -0.89 / -1.30 eV. The calculation puts the frontier orbital gap (spin up / spin down) at 6.62 / 6.52 eV.

The geometry in XYZ format:
```
77
Properties=species:S:1:pos:R:3:forces:R:3:lowdin_charge:R:1
H -3.693525 2.824537 4.029149 -0.0414 0.0044 0.0219 0.10
C 2.220506 3.585167 2.406770 0.0177 -0.0383 -0.0289 -0.05
C -1.076829 1.795581 2.130277 0.0060 0.0159 0.1688 -0.22
C 1.925996 -3.268320 -2.693509 0.0250 0.0627 -0.0069 -0.05
C -1.133517 -3.228026 3.161399 -0.0004 -0.0003 -0.0267 -0.42
N -2.232996 2.111889 -1.277826 0.0144 -0.0535 0.0814 0.11
S -0.735903 -4.300666 1.886316 -0.0650 0.0273 0.0797 1.01
H 5.926425 0.179918 0.697414 0.0443 0.0311 -0.0025 0.13
C -2.561684 -1.916803 -1.015200 0.0135 -0.0216 0.0369 -0.11
C 3.572769 3.496635 2.136251 -0.0204 0.0049 0.0117 -0.08
C -2.841933 -0.012596 -2.254469 0.0896 -0.0558 -0.0899 -0.13
H -3.008356 -3.805480 -1.944887 -0.0160 -0.0613 0.0020 0.11
H 1.450159 -5.364430 -2.712627 0.0116 -0.0427 -0.0342 0.11
H -3.141182 1.263698 2.193087 -0.0452 -0.0270 -0.0245 0.11
H -1.649110 0.229832 1.014810 0.1144 0.0169 0.0257 0.07
C -3.371348 -2.147103 -3.244083 0.0852 -0.1444 0.1245 0.01
H -2.267020 -2.354844 -0.067664 0.0101 -0.0044 0.0189 0.10
C -2.989753 -2.732946 -2.066581 0.0057 0.1189 -0.0648 -0.02
H 6.859325 -2.540875 2.696790 0.0161 0.0236 -0.0159 0.11
H 2.310268 -2.673723 2.434406 -0.0133 -0.0127 -0.0167 0.12
C 1.858564 1.319282 1.621463 0.0592 -0.0612 -0.0145 -0.13
H -3.701114 -2.749239 -4.073695 0.0339 0.0129 0.1037 0.10
C 1.786520 -2.094944 -1.973416 0.0298 0.0503 -0.1227 -0.15
C 0.636164 -3.165306 -0.281805 0.0289 -0.1272 -0.0251 -0.30
C -3.543849 1.341624 -4.638393 -0.0260 -0.3257 0.2387 0.07
C -1.676323 3.554796 4.186509 -0.0298 0.0056 0.0124 -0.09
H 4.654707 -3.167435 3.047749 0.0364 -0.0090 0.0116 0.11
H -1.887015 4.234473 5.000789 -0.0100 0.0199 0.0251 0.10
C -2.698074 1.434593 -2.341848 -0.0240 0.1172 -0.0294 -0.14
H 5.166601 2.218340 1.490207 0.0538 -0.0152 -0.0178 0.10
C 0.002553 -2.998958 1.014368 0.0608 -0.0324 -0.0025 -0.58
H 4.214949 4.350076 2.306632 0.0275 0.0238 -0.0010 0.10
H 2.160554 -1.146392 -2.338985 0.0125 -0.0465 -0.0457 0.03
C 3.103239 -2.033356 2.061643 -0.1334 0.0518 -0.0732 -0.09
C -0.389477 3.456175 3.691086 0.0487 -0.0288 -0.0128 -0.03
H -3.825290 1.848388 -5.549471 -0.0163 -0.0215 -0.0282 0.13
C 5.140676 -0.431575 1.114934 0.0000 -0.1395 0.1528 0.08
N 1.158883 -2.036098 -0.801116 -0.2755 -0.0383 0.1990 0.03
C 5.460942 -1.509718 1.900351 0.0122 0.1540 -0.1125 -0.32
C 1.366075 2.496903 2.191187 -0.1192 -0.0180 0.0546 -0.17
N -2.469100 -0.610226 -1.107606 -0.0349 0.1018 0.1277 0.14
C -3.328622 -0.743580 -3.360529 0.0079 -0.0111 0.0501 -0.06
H -1.676665 3.909127 -0.495367 0.0122 0.0247 0.0441 0.12
C -0.047389 2.590024 2.646368 -0.1172 -0.0012 0.0039 -0.11
O -4.705297 -1.795396 -5.597742 -0.4372 0.2849 -0.1046 0.07
C -2.866117 3.484685 -3.611430 0.0515 -0.0195 0.1435 0.00
C -0.712189 -1.954887 2.912294 -0.0519 0.0470 0.0979 -0.19
N 2.739324 -1.046126 1.314913 0.2003 -0.0608 -0.1537 -0.01
H 0.285837 -5.270796 -0.525780 -0.0212 -0.0324 0.0309 0.10
C 3.728042 -0.085022 0.837833 0.0340 0.0290 -0.0191 -0.28
H -0.979948 1.382520 0.167152 0.0478 -0.0620 0.0975 0.02
Br 1.208155 1.196157 -1.572917 -0.0874 -0.0911 0.1234 0.11
V 0.894882 -0.256426 0.599359 0.1608 0.3987 -0.1768 0.60
C 3.241836 1.252332 1.417220 0.0454 -0.0793 -0.0676 -0.21
C -2.372245 1.889518 2.628553 0.0697 0.0312 0.0537 -0.03
H 0.389374 4.044322 4.154628 0.0155 0.0172 0.0103 0.10
H -1.657046 -3.594601 4.028094 -0.0416 -0.0359 0.0646 0.06
C 4.445603 -2.319015 2.411050 -0.0204 0.0133 0.0127 0.04
C -3.035922 2.089882 -3.535146 0.0285 -0.0264 -0.0629 -0.13
C -2.376725 4.155570 -2.523095 -0.0568 -0.1030 -0.0961 -0.03
C -3.693931 0.000445 -4.537462 -0.3079 0.4920 -0.2245 -0.07
N -4.292758 -0.656973 -5.720580 0.9827 -0.3999 -0.1747 -0.33
H -2.221029 5.223609 -2.535141 0.0099 0.0428 -0.0056 0.11
C 1.373972 -4.429604 -2.175074 -0.0365 0.0257 0.0664 -0.06
O 6.774797 -1.755744 2.145076 0.0128 -0.0502 0.0380 0.07
C 4.102447 2.302977 1.664579 -0.0019 0.1014 0.0593 -0.04
O -4.236382 -0.062162 -6.777593 -0.3367 0.0787 0.0676 0.08
C -2.682288 2.765680 3.652296 0.0029 -0.0068 -0.0036 -0.09
H 1.827248 4.521447 2.778578 -0.0203 0.0325 0.0117 0.10
H -0.876081 -1.146345 3.613747 -0.0090 0.0035 0.0282 0.10
H -3.119886 4.001911 -4.526733 -0.0082 0.0277 -0.0461 0.12
N -0.856220 0.870463 1.056563 -0.1634 0.0506 -0.5335 0.00
H 2.443812 -3.259183 -3.641251 0.0040 -0.0019 -0.0130 0.10
H 3.590464 0.002148 -0.256578 0.0294 -0.0465 0.0694 0.13
C 0.721317 -4.381240 -0.957898 0.0686 0.0517 -0.0760 -0.03
C -2.074438 3.411977 -1.372960 -0.0039 -0.0170 -0.0428 -0.11
C -0.038399 -1.790509 1.664554 -0.0488 -0.2254 0.0270 -0.26
```
Positions in Å, forces in eV/Å.

---

# 3
This record from OMol25 describes a structure of composition C19H30N5O4S4SbV. The level of theory is ωB97M-V/def2-TZVPD.

For the largest force on an atom, the calculation gives 0.51 eV Å⁻¹. The value obtained for the total energy is -111398.0535 eV. As for the multiplicity: 2. The highest occupied orbital energy (spin up / spin down) comes out at -8.12 / -8.18 eV. Its LUMO energy (spin up / spin down) is -1.30 / -1.03 eV. The calculation puts the frontier orbital gap (spin up / spin down) at 6.82 / 7.15 eV.

The geometry in XYZ format:
```
64
Properties=species:S:1:pos:R:3:forces:R:3:nbo_charge:R:1
H 2.983180 2.161587 3.841147 0.0053 0.0001 -0.0133 0.21
C -1.005043 -2.181522 3.038706 0.0071 0.0126 -0.0063 -0.98
H 4.545450 1.578247 -1.607496 0.0022 0.0006 -0.0087 0.41
H 3.815445 -2.640749 0.337585 -0.0042 -0.0019 -0.0035 0.24
H 5.378778 -1.053495 1.525502 -0.0001 0.0018 0.0004 0.22
H 1.661109 0.107510 3.846509 0.0348 0.0033 -0.0009 0.17
C 2.206701 -1.248348 0.399115 0.0288 0.0081 -0.0122 0.05
H -2.469743 0.923691 3.785424 -0.0062 -0.0106 -0.0132 0.25
H -0.461398 -2.879811 2.405259 -0.0022 -0.0044 0.0007 0.25
H 4.058622 -0.066888 -1.792607 -0.0028 -0.0002 -0.0146 0.40
Sb -2.060889 -0.837313 1.789447 0.0246 0.0414 0.1439 1.35
C 4.354113 -0.781146 1.305607 0.0124 -0.0118 0.0003 -0.15
C -3.650566 -2.124333 1.190132 0.0241 -0.0329 -0.0102 -0.99
C -2.747762 0.526943 -4.010211 0.0185 -0.0216 -0.0023 -0.18
H 1.530657 -1.915133 -0.111767 0.0065 0.0053 -0.0005 0.25
C -3.498571 0.490686 -1.400505 0.0310 -0.0035 0.0147 0.09
H 1.101530 2.355392 1.422938 -0.0644 0.0398 -0.0456 0.24
H -3.726152 -0.334403 3.838887 -0.0134 -0.0136 -0.0148 0.23
C -4.094947 0.492024 -3.701986 -0.0206 -0.0032 0.0083 -0.13
C -1.822340 0.527872 -2.980302 0.0257 -0.0414 -0.0089 0.16
H -0.326174 1.740861 2.940827 -0.0140 -0.0537 -0.0323 0.49
S -1.191559 2.105149 0.610890 -0.1474 0.2348 0.0073 -0.28
O -0.039221 -4.150371 -2.419903 0.0433 -0.0308 0.0582 -0.96
N 3.862777 0.913358 -1.924454 0.0088 -0.0043 0.0591 -0.80
S -0.745937 -2.050210 -0.666144 -0.1701 -0.1382 -0.1156 -0.58
H -5.520593 0.481796 -2.082261 0.0001 -0.0029 -0.0010 0.23
N 1.704465 -0.048437 0.742488 -0.1454 0.0281 -0.0170 -0.49
H -0.460146 0.987726 -5.296832 -0.0036 0.0062 0.0069 0.22
N 0.331963 0.557248 -2.116685 -0.0210 -0.0870 -0.0422 -0.33
O -0.146549 0.975291 3.502675 0.0347 0.0843 0.0953 -0.75
C 1.173536 1.070717 4.027436 0.0085 -0.0399 -0.0164 -0.06
S 2.153279 2.936651 -1.692045 -0.0182 0.0318 0.0815 -0.26
H -3.840243 0.989139 2.656129 -0.0064 -0.0041 -0.0062 0.23
H -4.222884 -2.413039 2.071376 0.0045 0.0016 0.0051 0.23
H 1.919915 -0.610070 -2.432361 -0.0717 -0.0693 -0.0409 0.46
C 2.578387 1.349191 -1.953918 -0.0402 -0.0193 -0.0935 0.29
H -2.418231 0.521344 -5.036609 0.0015 0.0070 -0.0035 0.24
H 1.549807 3.156829 3.696183 -0.0025 -0.0048 -0.0033 0.21
C 2.535374 0.799061 1.383687 -0.0092 -0.0710 0.0148 0.27
H -3.750163 0.515127 -0.349525 0.0010 -0.0100 -0.0013 0.21
H -0.315281 -1.613872 3.657703 -0.0011 -0.0047 -0.0044 0.24
H 0.594590 -0.354158 -4.831877 0.0058 -0.0530 -0.0096 0.29
N 1.700784 0.390579 -2.299911 0.0929 0.2125 0.0771 -0.51
H 1.101425 1.320197 -4.523280 0.0040 -0.0156 0.0081 0.26
H -1.714912 -2.721448 3.663824 0.0079 -0.0027 0.0033 0.23
H 2.747677 2.902873 1.517437 0.0033 -0.0008 -0.0036 0.24
C -3.156532 0.329968 3.189860 -0.0369 0.0024 0.0048 -1.00
H -3.216313 -3.000894 0.715042 -0.0146 -0.0003 -0.0048 0.26
H 1.119565 1.216132 5.110145 -0.0155 -0.0143 -0.0007 0.17
C -0.361000 0.562584 -3.199506 0.0015 0.0700 0.0380 0.43
N -2.199744 0.482732 -1.694173 -0.0766 0.0095 -0.0517 -0.43
S 0.028527 -2.719104 -2.523958 -0.1822 0.0783 -0.1939 2.31
O 1.403672 -2.193856 -2.595210 0.0843 -0.1641 0.0208 -1.05
H 4.481293 1.174731 2.177295 -0.0013 0.0042 0.0003 0.22
C 2.059925 2.134052 1.873877 0.0140 -0.0109 -0.0496 -0.47
C 3.502025 -1.655331 0.652803 0.0085 0.0057 0.0117 -0.27
O -0.836624 -2.126417 -3.539714 0.0961 0.1624 0.1004 -1.01
H -4.308636 -1.634092 0.475385 -0.0074 0.0106 0.0049 0.22
C 3.856490 0.452223 1.668131 -0.0140 0.0167 -0.0256 -0.27
C -4.479684 0.486788 -2.371674 0.0043 0.0100 -0.0274 -0.23
V -0.649739 0.328188 -0.266454 0.4834 -0.1287 0.0751 0.58
H -4.834491 0.474159 -4.490778 0.0005 0.0009 0.0004 0.23
C 0.250238 0.641875 -4.552492 -0.0272 -0.0452 0.0298 -0.69
C 1.980766 2.193920 3.405185 0.0101 0.0309 0.0278 -0.42
```
Positions in Å, forces in eV/Å.